The following is a quantum chemistry calculation of a cluster of 2 separate species, C10H16 in total, from OMol25.

Positions of all 26 atoms, in Å:
1 C -0.97399 -0.92457 -2.04409
2 C -0.89370 -0.37525 -0.58047
3 C 0.50832 -0.87295 -0.17228
4 C 1.65514 -0.05230 -0.42989
5 C 2.99562 -0.61378 -0.37578
6 C 3.18430 -1.94381 0.09651
7 C 2.02588 -2.68853 0.53433
8 C 0.74096 -2.20976 0.29141
9 H -1.91298 -0.59651 -2.42745
10 H -1.08554 -2.03480 -1.85469
11 H -0.27250 -0.76249 -2.82968
12 H -0.90301 0.78485 -0.47659
13 H -1.61131 -0.91053 0.07372
14 H 1.44519 0.93503 -0.70178
15 H 3.76209 -0.10575 -0.73381
16 H 4.09341 -2.41689 0.16569
17 H 2.20736 -3.72145 1.05879
18 H -0.16995 -2.82606 0.60750
19 C -1.14105 2.88652 1.51129
20 C -2.42019 2.41521 0.90319
21 H -1.30901 3.92856 1.89579
22 H -0.91083 2.17557 2.33123
23 H -0.42158 2.86701 0.77421
24 H -2.70734 1.41929 0.46688
25 H -2.71536 3.12084 0.13765
26 H -3.16991 2.52255 1.77836

Results
E_tot	-390.5566	hartree
structure (SMILES)	CCc1ccccc1.CC
max |F|	6.374	eV/Å


The following is a quantum chemistry calculation of a cluster of 2 separate species, C10H16 in total, from OMol25.

Positions of all 26 atoms, in Å:
1 C -2.13585 0.06211 1.92258
2 C -1.72083 0.36506 0.51890
3 C -2.12122 -0.42190 -0.52317
4 C -1.80554 -0.02564 -1.89464
5 C -1.27118 1.19103 -2.22168
6 C -0.71675 1.90320 -1.09793
7 C -0.94728 1.47661 0.19510
8 H -3.15930 0.40512 2.00395
9 H -1.58528 0.56338 2.85255
10 H -2.04672 -0.96982 2.18545
11 H -2.88193 -1.18526 -0.47613
12 H -2.17774 -0.71808 -2.66642
13 H -1.04585 1.55426 -3.16120
14 H -0.18106 2.88343 -1.18618
15 H -0.53795 2.01224 1.02620
16 C 2.36548 -1.59690 1.89861
17 C 2.62442 -1.44177 0.32971
18 C 3.98207 -0.69418 -0.14099
19 H 3.21933 -2.09944 2.40960
20 H 1.43464 -2.18253 2.22006
21 H 2.06660 -0.55732 2.00689
22 H 2.57996 -2.49482 -0.10792
23 H 1.92111 -0.81224 -0.17263
24 H 3.67938 0.22532 -0.51564
25 H 4.74166 -0.38724 0.75384
26 H 4.45333 -1.14268 -1.09141

Results
E_tot	-390.5510	hartree
structure (SMILES)	Cc1ccccc1.CCC
max |F|	4.182	eV/Å


One value per record, in order, for ΔE to the lowest compared entry with this formula, charge and spin: 2.1572; 2.3099 eV.
One value per record, in order, for HOMO-LUMO gap: 9.73; 10.05 eV.